Molecular formula: C5H6FNO
Method: DFT, ωB97M-V/def2-TZVPD

Geometry as XYZ:
```
14
Properties=species:S:1:pos:R:3:nbo_charge:R:1
O 2.04 0.24 1.10 -0.71
C 0.90 0.19 0.63 0.63
C 0.15 1.29 0.12 -0.30
C -1.11 1.13 -0.37 -0.13
C -1.72 -0.15 -0.37 -0.32
C -1.02 -1.20 0.14 0.06
N 0.23 -1.02 0.62 -0.53
H 0.63 2.26 0.12 0.23
H -1.65 1.97 -0.77 0.22
H -2.71 -0.29 -0.76 0.23
H -1.41 -2.20 0.17 0.22
H 0.75 -1.81 0.98 0.42
F 2.28 -0.33 -1.22 -0.61
H 2.63 -0.08 -0.36 0.57
```

- total energy (eV) = -11537.615
- LUMO level (Eh) = 0.01825
- Kohn-Sham gap (eV) = 9.421
- F_max (eV/A) = 1.2
- structure (SMILES) = O=c1cccc[nH]1.F
- ΔE to the lowest compared entry with this formula, charge and spin (kJ/mol) = 52.3
- HOMO energy (eV) = -8.92

=====

Molecular formula: C16H18AsF6N2S2Y
Method: DFT, ωB97M-V/def2-TZVPD

Geometry as XYZ:
```
46
Properties=species:S:1:pos:R:3:nbo_charge:R:1
Y 0.27 -0.50 -0.67 1.85
C -2.20 -2.42 -0.70 -0.43
N -1.56 -1.63 -1.78 -0.56
C -2.50 -0.63 -2.34 -0.22
C -2.71 0.57 -1.43 -0.25
N -1.46 1.33 -1.17 -0.56
C -1.08 2.13 -2.37 -0.42
C -1.59 2.25 -0.06 0.28
C -2.79 2.83 0.29 -0.29
C -2.85 3.80 1.29 -0.08
C -1.70 4.22 1.95 -0.21
C -0.49 3.65 1.63 -0.12
C -0.40 2.63 0.65 -0.27
S 1.09 1.85 0.44 0.14
C -1.01 -2.45 -2.86 0.05
C -1.69 -3.59 -3.28 -0.18
C -1.21 -4.34 -4.33 -0.22
C -0.05 -3.94 -4.98 -0.18
C 0.62 -2.80 -4.57 -0.19
C 0.16 -2.03 -3.50 -0.14
S 1.09 -0.57 -3.08 -0.38
H -3.17 -2.80 -1.01 0.21
H -2.36 -1.80 0.18 0.20
H -1.55 -3.25 -0.43 0.25
H -3.48 -1.09 -2.50 0.22
H -2.12 -0.32 -3.31 0.24
H -3.11 0.25 -0.46 0.22
H -3.46 1.21 -1.90 0.22
H -1.87 2.85 -2.59 0.20
H -0.92 1.46 -3.22 0.25
H -0.15 2.65 -2.18 0.23
H -3.70 2.56 -0.23 0.24
H -3.80 4.24 1.54 0.24
H -1.76 4.98 2.71 0.25
H 0.42 3.95 2.13 0.25
H -2.59 -3.90 -2.77 0.21
H -1.73 -5.23 -4.65 0.23
H 0.34 -4.52 -5.81 0.23
H 1.53 -2.50 -5.08 0.23
F 0.33 -1.63 1.30 -0.66
As 1.83 -2.68 0.98 2.85
F 0.97 -2.88 -0.57 -0.61
F 2.34 -1.12 0.19 -0.63
F 3.20 -3.48 0.43 -0.56
F 2.49 -2.15 2.45 -0.57
F 1.05 -4.02 1.66 -0.57
```

- 2S+1 = 2
- net charge = +1
- total energy (eV) = -119722.160
- LUMO level (spin up / spin down) (Eh) = -0.11548 / -0.24496
- Kohn-Sham gap (spin up / spin down) (eV) = 7.805 / 4.281
- F_max (eV/A) = 0.8
- HOMO energy (spin up / spin down) (eV) = -10.95 / -10.95

=====

Molecular formula: C4H11ClN2O
Method: DFT, ωB97M-V/def2-TZVPD

Geometry as XYZ:
```
19
Properties=species:S:1:pos:R:3:nbo_charge:R:1
C -1.57 0.47 -0.33 -0.66
C -0.60 -2.01 0.41 -0.67
C -0.27 -0.21 -0.59 0.34
C 0.82 0.57 0.17 0.40
N 0.94 1.70 -0.60 -0.82
N 0.57 0.79 1.54 -0.82
O 0.02 -0.63 -1.89 -0.71
Cl 2.46 -0.62 0.03 -0.35
H -1.71 0.66 0.69 0.24
H -2.49 -0.24 -0.58 0.22
H -1.59 1.31 -0.98 0.22
H -0.91 -1.68 1.48 0.18
H 0.33 -2.60 0.34 0.21
H -1.40 -2.37 -0.20 0.20
H 1.33 2.40 -0.02 0.36
H 1.41 1.67 -1.51 0.41
H 0.65 -0.06 2.00 0.40
H 1.05 1.60 1.93 0.38
H 0.97 -0.75 -1.90 0.49
```

- total energy (eV) = -21874.657
- LUMO level (Eh) = 0.02535
- Kohn-Sham gap (eV) = 9.206
- F_max (eV/A) = 6.5
- ΔE to the lowest compared entry with this formula, charge and spin (kJ/mol) = 153.9
- HOMO energy (eV) = -8.52